(1)
Molecular formula: C3H5NO2
Method: DFT, the ωB97M-V functional and the def2-TZVPD basis

```
11
Properties=species:S:1:pos:R:3
O -0.13 0.93 1.09
O 0.78 -0.55 -0.32
N 2.03 1.30 0.41
C 1.00 0.59 0.38
C -1.17 0.17 0.57
C -0.49 -1.08 0.10
H -1.50 0.72 -0.63
H -0.30 -1.86 0.85
H -1.01 -1.51 -0.75
H 2.77 0.89 -0.15
H -2.13 0.63 0.31
```

Values from the calculation:
Net charge: 0
E_HOMO, eV: -9.72
Relative energy (zero: lowest compared OMol25 entry of this formula, charge and spin), kJ/mol: 388.0
LUMO, eV: 0.62
Strongest force on any atom, eV/Å: 3.624
Orbital gap, eV: 10.3350

(2)
Molecular formula: C3H5NO2
Method: DFT, the ωB97M-V functional and the def2-TZVPD basis

```
11
Properties=species:S:1:pos:R:3
O 0.93 -1.92 -0.52
O -1.46 2.07 0.94
N 2.72 1.03 0.29
C -0.22 -1.76 -0.22
C 1.58 1.01 0.01
C -1.77 0.99 0.52
H -1.00 -1.51 -0.96
H -1.90 0.79 -0.56
H 3.69 0.94 0.51
H -0.57 -1.84 0.83
H -1.94 0.13 1.19
```

Values from the calculation:
Net charge: 0
E_HOMO, eV: -10.02
Relative energy (zero: lowest compared OMol25 entry of this formula, charge and spin), kJ/mol: 378.7
LUMO, eV: 0.43
Strongest force on any atom, eV/Å: 1.214
Orbital gap, eV: 10.4470

(3)
Molecular formula: C3H5NO2
Method: DFT, the ωB97M-V functional and the def2-TZVPD basis

```
11
Properties=species:S:1:pos:R:3
O 2.40 0.09 -2.80
O 1.05 1.33 -1.25
N 1.84 0.16 -1.75
C -0.83 0.26 0.07
C 1.50 -0.63 -0.81
C 0.74 0.45 -0.11
H 1.07 1.02 0.82
H 2.18 -1.47 -0.51
H -1.30 1.11 0.46
H -1.00 -0.64 0.63
H -1.36 0.28 -0.87
```

Values from the calculation:
Net charge: 0
E_HOMO, eV: -9.52
Relative energy (zero: lowest compared OMol25 entry of this formula, charge and spin), kJ/mol: 532.8
LUMO, eV: 0.71
Strongest force on any atom, eV/Å: 3.743
SMILES: C[C@H]1C=[N+]([O-])O1
Orbital gap, eV: 10.2276

(4)
Molecular formula: C3H5NO2
Method: DFT, the ωB97M-V functional and the def2-TZVPD basis

```
11
Properties=species:S:1:pos:R:3
O 0.61 -0.87 -1.03
O -1.37 1.01 0.98
N 1.36 -0.73 1.43
C -0.22 0.31 -1.28
C 0.66 -0.49 0.43
C -0.64 0.17 0.18
H 1.98 -1.53 1.41
H 0.45 1.13 -1.56
H -1.06 0.24 -1.98
H -0.79 1.62 1.46
H -0.99 -0.88 -0.04
```

Values from the calculation:
Net charge: 0
E_HOMO, eV: -10.41
Relative energy (zero: lowest compared OMol25 entry of this formula, charge and spin), kJ/mol: 324.2
LUMO, eV: 0.72
Strongest force on any atom, eV/Å: 2.735
SMILES: [H]/N=C1\OC[C@@H]1O
Orbital gap, eV: 11.1241

(5)
Molecular formula: C3H5NO2
Method: DFT, the ωB97M-V functional and the def2-TZVPD basis

```
11
Properties=species:S:1:pos:R:3
O 0.06 -1.25 -1.23
O -1.60 0.27 -1.80
N -0.44 0.69 1.42
C 0.07 0.31 0.14
C -0.70 -0.12 -1.11
C 0.81 -0.98 -0.01
H -1.46 0.80 1.41
H -0.08 1.61 0.90
H 0.87 1.26 -0.30
H 1.88 -0.89 -0.19
H 0.60 -1.71 0.77
```

Values from the calculation:
Net charge: 0
E_HOMO, eV: -10.38
Relative energy (zero: lowest compared OMol25 entry of this formula, charge and spin), kJ/mol: 325.0
LUMO, eV: 0.42
Strongest force on any atom, eV/Å: 4.590
SMILES: N[C@H]1COC1=O
Orbital gap, eV: 10.8015

(6)
Molecular formula: C3H5NO2
Method: DFT, the ωB97M-V functional and the def2-TZVPD basis

```
11
Properties=species:S:1:pos:R:3
O 1.02 0.40 -2.60
O 0.98 -0.90 1.74
N 0.96 -0.33 -0.46
C 0.53 0.44 -1.50
C -1.07 0.07 0.91
C 0.38 -0.41 0.83
H 1.81 -0.82 -0.52
H -0.27 1.15 -1.24
H -1.62 -0.47 0.13
H -1.46 -0.27 1.87
H -1.25 1.14 0.82
```

Values from the calculation:
Net charge: 0
E_HOMO, eV: -10.48
Relative energy (zero: lowest compared OMol25 entry of this formula, charge and spin), kJ/mol: 15.9
LUMO, eV: 0.73
Strongest force on any atom, eV/Å: 1.621
SMILES: CC(=O)NC=O
Orbital gap, eV: 11.2069

(7)
Molecular formula: C3H5NO2S
Method: DFT, the ωB97M-V functional and the def2-TZVPD basis

```
12
Properties=species:S:1:pos:R:3
S -3.21 -0.93 0.09
O -0.98 0.53 -0.24
O 1.62 -1.84 0.00
N -0.25 -0.64 -0.45
C 1.05 -0.75 -0.09
C -2.32 0.43 -0.05
C 1.76 0.56 0.18
H 1.64 0.76 1.28
H 1.37 1.39 -0.38
H 2.80 0.49 -0.06
H -2.73 1.46 -0.06
H -0.77 -1.47 -0.22
```

Values from the calculation:
Net charge: 0
E_HOMO, eV: -9.83
Relative energy (zero: lowest compared OMol25 entry of this formula, charge and spin), kJ/mol: 211.2
LUMO, eV: -0.27
Strongest force on any atom, eV/Å: 3.012
SMILES: CC(=O)NOC=S
Orbital gap, eV: 9.5560

(8)
Molecular formula: C3H5NO2S
Method: DFT, the ωB97M-V functional and the def2-TZVPD basis

```
12
Properties=species:S:1:pos:R:3
S -0.36 -1.74 -0.37
O 1.50 0.35 -1.20
O -2.56 -0.45 -0.83
N 1.96 -0.29 -0.07
C 1.16 -1.19 0.38
C -1.49 -0.32 -0.28
C -1.08 0.90 0.50
H 1.50 -1.75 1.26
H -0.76 0.63 1.51
H -0.20 1.38 -0.02
H -1.91 1.56 0.53
H 2.24 0.93 -1.42
```

Values from the calculation:
Net charge: 0
E_HOMO, eV: -9.69
Relative energy (zero: lowest compared OMol25 entry of this formula, charge and spin), kJ/mol: 197.5
LUMO, eV: 0.62
Strongest force on any atom, eV/Å: 1.472
SMILES: CC(=O)S/C=N\O
Orbital gap, eV: 10.3119

(9)
Molecular formula: C3H5NO2S
Method: DFT, the ωB97M-V functional and the def2-TZVPD basis

```
12
Properties=species:S:1:pos:R:3
S 1.48 -1.09 0.61
O 2.68 1.53 0.57
O -1.41 0.01 -1.46
N 0.06 1.03 -0.03
C 1.18 0.56 0.27
C -0.28 -1.42 0.10
C -1.00 0.05 -0.18
H -0.84 -1.87 0.97
H -2.09 0.68 -1.65
H 2.48 2.35 1.07
H -1.87 0.28 0.49
H -0.39 -2.10 -0.77
```

Values from the calculation:
Net charge: 0
E_HOMO, eV: -9.49
Relative energy (zero: lowest compared OMol25 entry of this formula, charge and spin), kJ/mol: 261.4
LUMO, eV: 0.55
Strongest force on any atom, eV/Å: 4.275
Orbital gap, eV: 10.0343

(10)
Molecular formula: C3H5NO2S
Method: DFT, the ωB97M-V functional and the def2-TZVPD basis

```
12
Properties=species:S:1:pos:R:3
S 3.22 -0.11 0.04
O 4.41 -0.82 -0.21
O 3.28 1.22 0.53
N 1.97 -0.75 -0.34
C 0.77 -0.06 -0.22
C 0.58 1.24 -0.38
C -0.31 -0.89 0.35
H -0.96 -1.24 -0.48
H -0.41 1.63 -0.30
H -0.80 -0.30 1.05
H 0.13 -1.97 0.66
H 1.22 1.94 -0.86
```

Values from the calculation:
Net charge: 0
E_HOMO, eV: -9.57
Relative energy (zero: lowest compared OMol25 entry of this formula, charge and spin), kJ/mol: 313.4
LUMO, eV: -0.21
Strongest force on any atom, eV/Å: 4.771
SMILES: C=C(C)N=S(=O)=O
Orbital gap, eV: 9.3612

(11)
Molecular formula: C3H5NO3
Method: DFT, the ωB97M-V functional and the def2-TZVPD basis

```
12
Properties=species:S:1:pos:R:3
O -1.28 0.38 -1.20
O 0.55 -1.26 -0.01
O 2.27 0.25 -0.57
N -1.35 -0.18 1.59
C -0.06 0.89 -0.77
C 1.08 0.08 -0.65
C -0.20 0.09 1.27
H 0.65 0.45 1.84
H 1.36 -1.71 0.30
H -1.98 -0.53 0.87
H -1.12 -0.41 -1.73
H 0.09 1.95 -0.93
```

Values from the calculation:
Net charge: 0
E_HOMO, eV: -8.42
Relative energy (zero: lowest compared OMol25 entry of this formula, charge and spin), kJ/mol: 478.9
LUMO, eV: 0.32
Strongest force on any atom, eV/Å: 2.674
Orbital gap, eV: 8.7325

(12)
Molecular formula: C3H5NO3
Method: DFT, the ωB97M-V functional and the def2-TZVPD basis

```
12
Properties=species:S:1:pos:R:3
O 1.23 -1.99 0.38
O -1.07 1.20 -0.43
O -2.65 0.31 0.87
N -0.62 -0.73 0.67
C -1.56 0.18 0.38
C 1.50 0.19 -0.47
C 0.76 -0.89 0.24
H -0.94 -1.34 1.40
H 2.49 -0.17 -0.73
H -1.75 1.71 -0.88
H 1.63 1.17 -0.02
H 0.98 0.37 -1.42
```

Values from the calculation:
Net charge: 0
E_HOMO, eV: -10.56
Relative energy (zero: lowest compared OMol25 entry of this formula, charge and spin), kJ/mol: 35.6
LUMO, eV: 0.50
Strongest force on any atom, eV/Å: 3.887
SMILES: CC(=O)NC(=O)O
Orbital gap, eV: 11.0640